Record 1
A cluster of 2 separate species, C5H9N in total. Source: OMol25; level of theory: ωB97M-V with the def2-TZVPD basis set.

The geometry in XYZ format:
```
15
Properties=species:S:1:pos:R:3:nbo_charge:R:1
C -0.505 1.393 -1.182 0.053
N 0.635 1.385 -0.668 -0.300
C -0.032 2.725 -0.868 -0.325
H -1.168 0.706 -1.690 0.216
H -0.421 3.147 0.039 0.173
H 0.412 3.463 -1.548 0.188
C 0.708 -2.246 -0.254 -0.426
C 0.617 -1.281 0.650 -0.154
C -0.640 -0.919 1.369 -0.652
H 1.666 -2.439 -0.713 0.197
H -0.127 -2.894 -0.521 0.186
H 1.511 -0.708 0.903 0.206
H -1.490 -1.525 1.039 0.205
H -0.535 -1.053 2.454 0.218
H -0.857 0.124 1.130 0.213
```

Results
Frontier orbital gap ... 10.490 eV
SMILES ... C1=NC1.C=CC
Charge ... 0
E_HOMO ... -0.34506 Eh
DFT total energy ... -250.5498 Ha

Record 2
The molecule C5H9N. Source: OMol25; level of theory: ωB97M-V with the def2-TZVPD basis set.

The geometry in XYZ format:
```
15
Properties=species:S:1:pos:R:3:nbo_charge:R:1
C -2.077 -0.371 0.129 -0.603
C -0.797 0.440 -0.055 -0.399
C 0.425 -0.182 0.625 -0.381
C 1.740 0.400 0.076 -0.509
C 2.102 -0.239 -1.195 0.286
N 2.344 -0.782 -2.187 -0.333
H -2.309 -0.518 1.190 0.202
H -2.929 0.135 -0.337 0.214
H -1.981 -1.361 -0.335 0.207
H -0.935 1.454 0.344 0.197
H -0.599 0.556 -1.130 0.204
H 0.383 -0.006 1.707 0.209
H 0.429 -1.270 0.484 0.212
H 2.566 0.265 0.781 0.250
H 1.638 1.479 -0.098 0.244
```

Results
Frontier orbital gap ... 12.422 eV
SMILES ... CCCCC#N
Charge ... 0
E_HOMO ... -0.42192 Eh
DFT total energy ... -250.6624 Ha